[1]
The following is a DFT calculation (ωB97M-V/def2-TZVPD) of a cluster of 2 separate species, C6H10O in total.

Geometry as XYZ:
```
17
Properties=species:S:1:pos:R:3:forces:R:3
C -0.61071 -0.60302 -0.36670 0.3 0.0 -0.6
H 0.55658 1.26302 1.81751 -0.1 0.1 0.0
O -1.11707 1.47249 0.63451 0.0 0.1 0.0
C -0.97975 0.31947 -1.52149 -0.3 0.1 -0.4
H 0.81201 2.12948 0.27883 0.0 -0.1 0.1
C 0.29531 1.28815 0.75511 0.3 0.1 0.1
C 1.85037 -0.59148 -0.04762 0.1 0.2 -0.1
H -2.69752 0.29030 -0.05519 0.2 -0.1 0.1
C -1.63472 0.45945 -0.18716 -0.2 -0.1 -0.1
H 2.75776 -0.11159 0.29352 0.0 0.0 0.0
H 0.71206 -1.72020 1.60089 -0.3 -0.3 0.4
H -0.28765 1.11993 -1.78039 0.0 -0.4 0.0
H -0.82745 -1.66641 -0.41762 0.2 0.3 0.0
H -0.00311 -1.85003 1.76188 0.0 -0.3 0.4
C 0.65563 -0.04021 0.11762 0.3 -0.1 0.2
H 1.93735 -1.56637 -0.52462 0.0 0.2 0.1
H -1.41910 -0.19299 -2.35909 -0.6 0.2 -0.1
```
Forces are in eV/Å.

Summary:
- orbital gap (eV) = 9.9
- SMILES = C=C1CO[C@H]2C[C@@H]12.[H][H]
- energy above the lowest of the compared OMol25 structures with the same formula, charge and spin (eV) = 2.961
- total charge = 0
- largest force on an atom (eV Å⁻¹) = 0.62
- multiplicity = 1


[2]
The following is a DFT calculation (ωB97M-V/def2-TZVPD) of a structure of composition C6H10O.

Geometry as XYZ:
```
17
Properties=species:S:1:pos:R:3:forces:R:3
H -1.27040 -0.59953 -2.24002 0.1 -0.1 0.0
H 1.95119 0.84504 -0.21649 0.0 0.0 0.0
C -0.12393 1.37074 -0.10070 -0.3 1.4 2.2
O 0.08150 -0.74396 -0.70381 0.1 -0.6 2.4
H -1.05165 -2.21989 -1.52856 -0.3 0.0 -0.1
H 0.87107 -1.40445 2.78492 -0.2 0.0 0.1
H -0.85635 2.06486 -0.50917 0.0 0.2 0.1
C 0.01752 -0.58025 1.08674 1.2 -1.1 -2.7
H -2.01444 -0.98903 -0.68261 0.2 0.1 0.0
C 1.27355 1.62162 -0.56487 -0.1 -0.6 -0.3
H -1.40173 0.93142 1.59483 -0.1 0.0 -0.1
H 0.64555 -2.55897 1.34439 0.2 0.1 -0.1
C 0.54182 -1.57097 1.76746 -0.1 -0.2 -0.1
H 1.60844 2.58191 -0.15828 -0.2 0.0 0.0
H 1.31894 1.68214 -1.65213 0.1 0.0 0.0
C -1.11834 -1.14917 -1.30378 -0.2 -0.6 0.1
C -0.47275 0.71848 1.08207 -0.5 1.3 -1.5
```
Forces are in eV/Å.

Summary:
- orbital gap (eV) = 8.4
- energy above the lowest of the compared OMol25 structures with the same formula, charge and spin (eV) = 4.303
- total charge = 0
- largest force on an atom (eV Å⁻¹) = 3.13
- multiplicity = 1


[3]
The following is a DFT calculation (ωB97M-V/def2-TZVPD) of a cluster of 2 separate species, C6H10O in total.

Geometry as XYZ:
```
17
Properties=species:S:1:pos:R:3:forces:R:3
H -1.75697 -1.08907 -0.60428 0.1 0.0 -0.2
H 1.40714 -2.39210 -1.11950 0.0 0.1 0.1
H -1.43225 2.62719 0.96524 -0.1 -0.2 0.0
C 0.01064 1.09590 1.48322 0.1 0.2 0.1
C 1.00945 -1.44652 -0.73099 0.0 0.0 0.0
C -1.28975 -0.84491 -1.55773 0.2 -0.1 -0.1
C 1.17276 1.01275 2.09439 -0.1 0.0 0.1
O -1.21806 0.53216 1.48064 0.1 -0.1 0.1
H 0.46109 -0.64750 -2.69252 -0.2 0.0 0.0
H 1.92406 1.76404 1.88105 0.0 -0.2 0.0
H 0.54249 -1.63468 0.24068 0.1 0.0 -0.1
C -0.96465 1.70432 0.63044 0.0 0.3 -0.2
H -0.99193 1.48136 -0.43297 0.1 0.1 0.2
H -1.94484 -0.55115 -2.37352 0.1 0.1 0.1
H 1.36308 0.25186 2.84205 0.0 0.1 -0.1
H 1.85939 -0.76776 -0.59786 -0.2 -0.1 0.0
C 0.02763 -0.91896 -1.72978 -0.2 -0.1 -0.1
```
Forces are in eV/Å.

Summary:
- orbital gap (eV) = 10.4
- SMILES = C=C1CO1.C=CC
- energy above the lowest of the compared OMol25 structures with the same formula, charge and spin (eV) = 2.670
- total charge = 0
- largest force on an atom (eV Å⁻¹) = 0.30
- multiplicity = 1


[4]
The following is a DFT calculation (ωB97M-V/def2-TZVPD) of the molecule C6H10O.

Geometry as XYZ:
```
17
Properties=species:S:1:pos:R:3:forces:R:3
C 1.06881 -0.74429 -1.04010 0.0 -0.1 0.0
H -1.86615 -0.42336 2.04141 0.1 0.1 0.0
H 0.71793 1.03357 -2.30970 -0.1 -0.1 0.1
C -0.78005 0.76553 -0.76011 0.0 0.0 0.1
H 0.19515 -1.79207 0.69578 0.0 0.1 -0.1
H -1.53630 1.51834 -0.97855 0.1 -0.1 0.1
H 1.84136 0.40268 1.22465 0.0 -0.1 0.1
C -0.59572 0.20982 0.43704 0.0 0.1 -0.1
H 1.07308 -1.74212 -1.48910 0.0 0.2 0.1
C 0.54485 -0.78964 0.41650 -0.2 -0.1 -0.1
C -1.33721 0.47836 1.70953 0.0 0.0 0.0
O 1.53416 -0.49763 1.39596 0.1 0.2 0.0
H 2.10990 -0.39988 -1.02724 -0.2 0.0 0.0
H -2.06980 1.28294 1.59676 0.1 -0.1 0.0
H -0.64265 0.74779 2.51318 -0.1 0.0 -0.1
C 0.15266 0.23148 -1.81760 0.0 0.0 0.0
H -0.41000 -0.28150 -2.60842 0.1 0.1 0.1
```
Forces are in eV/Å.

Summary:
- orbital gap (eV) = 10.2
- SMILES = CC1=CCC[C@H]1O
- energy above the lowest of the compared OMol25 structures with the same formula, charge and spin (eV) = 0.022
- total charge = 0
- largest force on an atom (eV Å⁻¹) = 0.30
- multiplicity = 1


[5]
The following is a DFT calculation (ωB97M-V/def2-TZVPD) of the molecule C6H10O.

Geometry as XYZ:
```
17
Properties=species:S:1:pos:R:3:forces:R:3
H -3.01313 0.28697 0.43351 0.1 -0.1 0.0
C 0.38430 0.45885 -0.47893 0.1 0.0 -0.2
H 2.88307 -1.94263 0.12435 0.0 0.1 0.0
H -2.35996 -1.00106 -0.59358 0.1 0.1 0.1
C 2.43140 -0.92831 0.04592 0.1 0.2 0.0
C 0.94901 -0.91955 -0.24157 -0.1 0.1 0.0
C -0.12234 1.37605 0.59824 0.0 0.1 0.1
H -0.17265 1.00705 1.62070 0.0 0.0 -0.2
C -1.08780 0.76501 -0.38010 -0.1 0.0 0.0
H 0.44712 -1.45712 0.57523 0.1 0.1 -0.1
H 0.80278 -1.54931 -1.13331 0.0 0.0 0.1
O 3.11686 0.05748 0.16541 -0.3 -0.4 -0.1
H 0.12246 2.43106 0.52038 0.0 -0.2 0.0
H -1.47381 1.41638 -1.16264 0.1 -0.1 0.2
C -2.09443 -0.23569 0.14455 0.0 0.0 0.0
H 0.90679 0.97839 -1.27880 -0.1 -0.1 0.1
H -1.71966 -0.74356 1.04064 -0.1 0.0 -0.2
```
Forces are in eV/Å.

Summary:
- orbital gap (eV) = 10.7
- SMILES = C[C@H]1C[C@H]1CC=O
- energy above the lowest of the compared OMol25 structures with the same formula, charge and spin (eV) = 0.717
- total charge = 0
- largest force on an atom (eV Å⁻¹) = 0.47
- multiplicity = 1


[6]
The following is a DFT calculation (ωB97M-V/def2-TZVPD) of a structure of composition C6H10O.

Geometry as XYZ:
```
17
Properties=species:S:1:pos:R:3:forces:R:3
C 0.41971 0.26503 -1.11081 0.0 0.1 -0.1
H 1.08857 -0.42685 -1.63303 0.0 0.1 0.2
O -0.47020 1.22109 0.74215 -0.2 -0.2 -0.1
C -2.19059 -0.37413 -0.72141 0.0 0.1 0.1
H -2.33298 -1.10100 -1.53352 0.0 0.0 0.0
C 1.90667 0.89371 1.08540 0.0 -0.1 0.0
H 0.20585 1.15953 -1.69365 -0.1 -0.1 0.1
H 2.71798 0.18289 0.91441 -0.1 0.0 -0.1
H 1.70025 0.96811 2.15668 0.0 -0.1 -0.2
C -0.73597 -0.42102 -0.42332 -0.1 -0.1 -0.1
H 2.22237 1.88800 0.74274 -0.1 -0.2 0.0
C 0.60848 0.56313 0.38080 0.4 0.0 0.1
H -0.52233 -1.58709 1.42133 0.0 0.0 -0.3
C -0.03410 -1.24269 0.50890 0.0 0.2 0.2
H -2.53172 0.60523 -1.05855 0.1 -0.1 0.0
H 0.73591 -1.88848 0.09022 0.0 0.2 0.1
H -2.78790 -0.70544 0.13167 0.2 0.1 -0.1
```
Forces are in eV/Å.

Summary:
- orbital gap (eV) = 8.8
- energy above the lowest of the compared OMol25 structures with the same formula, charge and spin (eV) = 3.590
- total charge = 0
- largest force on an atom (eV Å⁻¹) = 0.38
- multiplicity = 1


[7]
The following is a DFT calculation (ωB97M-V/def2-TZVPD) of the molecule C6H10O.

Geometry as XYZ:
```
17
Properties=species:S:1:pos:R:3:forces:R:3
O 0.00129 -0.93000 0.86016 0.1 0.0 0.0
C -0.01433 0.90410 -0.77736 0.0 -0.2 -0.2
H -1.61714 2.28670 0.48474 0.2 0.0 0.0
C -1.27668 -0.75806 1.41794 -0.2 0.0 0.1
C -0.67630 1.88752 0.13679 0.2 0.1 0.1
H 1.54474 2.21731 0.60181 -0.2 0.0 -0.1
C 1.46080 -1.09208 -0.97246 0.0 0.0 0.0
C 0.61664 1.87039 0.17662 -0.2 0.1 0.1
H -1.32065 -1.36329 2.32604 0.0 0.0 -0.1
H -2.06779 -1.08493 0.72725 0.1 0.0 0.1
H -1.46546 0.28662 1.69322 0.0 -0.2 0.0
H -0.00512 1.12448 -1.85255 0.1 0.0 0.2
H -0.69756 -1.12727 -1.06932 0.1 0.1 0.1
H 1.55285 -2.17379 -0.83824 0.0 0.1 0.0
C 0.09653 -0.59738 -0.51087 0.0 0.0 -0.2
H 2.23875 -0.60172 -0.37657 -0.1 -0.1 -0.1
H 1.62943 -0.84860 -2.02719 -0.1 0.0 0.2
```
Forces are in eV/Å.

Summary:
- orbital gap (eV) = 10.3
- SMILES = CO[C@H](C)C1C=C1
- energy above the lowest of the compared OMol25 structures with the same formula, charge and spin (eV) = 2.740
- total charge = 0
- largest force on an atom (eV Å⁻¹) = 0.28
- multiplicity = 1


[8]
The following is a DFT calculation (ωB97M-V/def2-TZVPD) of the molecule C6H10O.

Geometry as XYZ:
```
17
Properties=species:S:1:pos:R:3:forces:R:3
H 0.13597 -1.91845 -0.41284 -0.1 0.0 0.0
C -1.40625 -0.95863 0.72595 0.0 -0.1 0.0
O 0.91483 1.90367 -0.29291 -0.3 0.3 0.3
H 1.94561 -0.73467 0.68059 -0.3 0.4 0.2
C 1.10495 0.65637 -0.99126 0.1 0.1 0.1
C 0.68795 1.22722 0.95726 -2.9 -0.3 0.7
H -0.41810 1.23608 1.40434 0.8 -0.6 -2.4
H -1.79250 0.04303 0.94132 0.0 -0.3 -0.1
H 1.92601 0.69523 -1.72074 -0.2 0.1 0.4
C -0.21662 -0.01744 -1.42748 0.0 0.1 0.0
C -0.16742 -0.90177 -0.15006 0.0 -0.3 0.0
H -1.04495 0.69830 -1.47177 0.1 -0.1 0.1
H -0.18705 -0.57805 -2.36875 0.1 0.2 0.2
H -2.19824 -1.51617 0.21684 0.1 0.0 0.1
H 0.81829 1.74761 1.88759 3.0 0.4 0.3
H -1.19694 -1.44861 1.68379 0.0 0.0 -0.1
C 1.09448 -0.13371 0.33814 -0.2 0.0 0.4
```
Forces are in eV/Å.

Summary:
- orbital gap (eV) = 10.2
- SMILES = C[C@H]1C[C@H]2OC[C@@H]12
- energy above the lowest of the compared OMol25 structures with the same formula, charge and spin (eV) = 2.570
- total charge = 0
- largest force on an atom (eV Å⁻¹) = 3.05
- multiplicity = 1


Please write out number 6 again, unchanged.
The following is a DFT calculation (ωB97M-V/def2-TZVPD) of a structure of composition C6H10O.

Geometry as XYZ:
```
17
Properties=species:S:1:pos:R:3:forces:R:3
C 0.41971 0.26503 -1.11081 0.0 0.1 -0.1
H 1.08857 -0.42685 -1.63303 0.0 0.1 0.2
O -0.47020 1.22109 0.74215 -0.2 -0.2 -0.1
C -2.19059 -0.37413 -0.72141 0.0 0.1 0.1
H -2.33298 -1.10100 -1.53352 0.0 0.0 0.0
C 1.90667 0.89371 1.08540 0.0 -0.1 0.0
H 0.20585 1.15953 -1.69365 -0.1 -0.1 0.1
H 2.71798 0.18289 0.91441 -0.1 0.0 -0.1
H 1.70025 0.96811 2.15668 0.0 -0.1 -0.2
C -0.73597 -0.42102 -0.42332 -0.1 -0.1 -0.1
H 2.22237 1.88800 0.74274 -0.1 -0.2 0.0
C 0.60848 0.56313 0.38080 0.4 0.0 0.1
H -0.52233 -1.58709 1.42133 0.0 0.0 -0.3
C -0.03410 -1.24269 0.50890 0.0 0.2 0.2
H -2.53172 0.60523 -1.05855 0.1 -0.1 0.0
H 0.73591 -1.88848 0.09022 0.0 0.2 0.1
H -2.78790 -0.70544 0.13167 0.2 0.1 -0.1
```
Forces are in eV/Å.

Summary:
- orbital gap (eV) = 8.8
- energy above the lowest of the compared OMol25 structures with the same formula, charge and spin (eV) = 3.590
- total charge = 0
- largest force on an atom (eV Å⁻¹) = 0.38
- multiplicity = 1


Q: Which of these has the lowest orbital gap?
A: number 2


Q: energy above the lowest of the compared OMol25 structures with the same formula, charge and spin of number 8 (C6H10O)?
A: 2.570 eV


Q: Which of these has the highest orbital gap?
A: number 5